Entry 1:
{
  "formula": "C15H23N2OTc",
  "method": "ωB97M-V/def2-TZVPD",
  "species": ["C", "H", "H", "C", "H", "C", "H", "H", "H", "H", "H", "H", "C", "C", "H", "H", "H", "O", "C", "C", "H", "C", "H", "H", "C", "H", "C", "N", "H", "H", "C", "H", "H", "C", "C", "N", "Tc", "C", "C", "H", "H", "H"],
  "xyz": [[-1.255, 0.111, -3.694], [-1.811, 0.691, -1.329], [0.275, -1.118, 5.264], [-0.687, 1.946, 1.583], [2.336, -0.333, 5.491], [1.241, 0.191, -3.392], [0.026, 2.517, -0.472], [-0.598, -1.084, 3.751], [-0.692, -1.293, -1.817], [-1.265, 0.399, -4.760], [-0.127, 2.629, 2.217], [2.406, -2.291, 1.098], [-2.115, 0.266, 0.860], [0.178, -2.499, 1.196], [-2.884, -0.499, 0.859], [-1.912, -2.318, 0.374], [0.005, -3.059, 2.112], [1.381, 0.079, 2.496], [-1.623, 0.966, 2.017], [1.433, -2.121, 0.648], [-1.976, 0.808, 3.034], [-1.523, 0.867, -0.302], [-1.220, -0.984, -3.663], [3.170, 0.399, 4.140], [-0.077, 0.746, -3.002], [1.285, -0.893, -3.257], [-0.855, -2.098, 0.277], [2.353, -0.043, 4.524], [1.969, -1.102, -1.286], [2.054, 0.653, -2.822], [1.305, -0.276, 3.706], [1.423, 0.395, -4.460], [-0.139, 2.648, -3.958], [-0.142, 2.227, -2.940], [-0.591, 1.881, 0.153], [0.239, -0.882, 4.280], [-0.018, -0.168, 0.690], [1.204, -1.480, -0.616], [-0.219, -1.523, -0.875], [-1.057, 2.569, -2.450], [0.718, 2.640, -2.406], [-2.213, 0.436, -3.269]],
  "lowdin_spin": [0.07, 0.01, 0.00, 0.09, 0.00, 0.08, 0.01, 0.00, 0.01, 0.03, 0.01, 0.01, 0.01, 0.00, 0.00, 0.00, 0.00, 0.07, 0.00, 0.10, 0.00, 0.02, 0.00, 0.00, 0.60, 0.01, 0.02, 0.00, 0.00, 0.00, 0.01, 0.03, 0.03, 0.08, 0.03, 0.00, 1.62, 0.02, 0.02, 0.01, 0.00, 0.00],
  "orbital_gap_ev": [7.8, 7.0],
  "spin_multiplicity": 4,
  "e_homo_ev": [-10.188, -11.109],
  "charge": 1,
  "e_lumo_ev": [-2.347, -4.141]
}

Entry 2:
{
  "formula": "C26H30BrN4O3S4Sc",
  "method": "ωB97M-V/def2-TZVPD",
  "species": ["H", "N", "C", "C", "N", "H", "C", "H", "H", "C", "C", "H", "H", "H", "C", "H", "H", "C", "H", "H", "Sc", "H", "C", "C", "H", "C", "C", "C", "H", "N", "O", "H", "C", "Br", "H", "C", "C", "C", "C", "H", "H", "C", "H", "C", "C", "H", "S", "N", "S", "H", "H", "C", "H", "S", "H", "H", "H", "O", "H", "C", "H", "C", "H", "C", "S", "C", "C", "O", "H"],
  "xyz": [[-3.235, -0.754, -5.045], [-2.330, 5.556, 0.779], [-2.526, 3.217, -0.256], [-3.713, 2.907, -0.962], [-0.646, -0.290, -5.839], [-2.121, -0.759, -7.213], [-1.187, -2.807, 1.522], [-3.193, -3.390, -0.360], [3.421, 1.837, 1.330], [3.224, 2.047, -2.337], [-1.295, -2.556, 0.158], [-3.230, -1.652, -0.052], [3.129, 1.386, -3.196], [-1.077, 0.821, -2.868], [3.582, 2.318, 0.367], [1.123, -2.860, 4.010], [2.928, 0.288, 4.296], [-2.417, 4.508, 0.313], [-3.898, 0.596, -5.970], [-1.103, 0.955, 7.079], [0.411, 0.168, 0.410], [2.299, -1.969, -1.706], [0.672, 0.228, 2.866], [2.051, 0.431, 4.911], [-3.254, 1.245, -3.585], [0.790, 0.434, 4.328], [2.154, 0.607, 6.278], [-2.644, -2.457, -0.492], [-1.318, 0.625, 4.618], [-4.660, 2.662, -1.569], [1.705, 0.204, 2.136], [-2.552, -2.259, -1.558], [-0.225, 0.801, 6.468], [3.865, 0.594, 7.090], [1.131, 0.934, 8.130], [-2.998, 0.215, -5.489], [-0.383, -0.016, -4.551], [-0.119, -2.423, -0.591], [-2.530, 1.169, -4.398], [-0.178, -2.253, -1.665], [4.585, 2.738, 0.319], [0.050, -2.914, 2.148], [2.304, 2.613, -2.201], [2.376, -2.644, -0.853], [-1.498, 2.311, -0.192], [2.821, 3.078, 0.195], [1.045, -0.539, -3.829], [-1.286, 0.670, -3.849], [0.031, 2.682, 0.542], [0.072, -0.804, -6.320], [-1.761, 0.967, -7.096], [1.140, -2.595, -0.001], [-0.604, -2.514, 4.150], [3.462, 1.028, -0.880], [2.504, -3.656, -1.244], [-0.054, -4.167, 3.886], [3.265, -2.394, -0.275], [-0.461, 0.070, 2.326], [2.174, -2.899, 1.853], [0.136, -3.123, 3.631], [-2.089, -2.882, 2.117], [1.205, -2.809, 1.377], [4.084, 2.705, -2.441], [1.027, 0.794, 7.064], [-1.659, 0.727, -0.915], [-1.885, 0.046, -6.515], [-0.351, 0.618, 5.101], [2.095, 0.413, -0.681], [-2.384, 2.174, -4.809]],
  "mulliken_charge": [0.28, -0.53, 0.56, -0.01, -0.15, 0.39, -0.59, 0.50, 0.09, -0.87, 1.53, 0.37, 0.26, -0.37, -0.71, 0.36, 0.52, -0.34, 0.38, 0.41, -0.03, 0.00, 1.49, -0.16, 0.23, 0.50, -0.30, -1.89, 0.49, -0.58, -0.66, 0.28, -0.79, -0.19, 0.42, -0.70, 0.40, -0.89, -0.31, 0.32, 0.50, 0.81, 0.21, -1.36, 1.34, 0.20, -0.59, 0.41, -0.60, 0.23, 0.28, 0.52, 0.36, 0.39, 0.41, 0.45, 0.34, -0.78, 0.37, -1.85, 0.43, -0.29, 0.46, -0.32, -0.83, -0.64, -0.28, -0.09, 0.21],
  "orbital_gap_ev": 7.7,
  "e_homo_ev": -7.870,
  "e_lumo_ev": -0.147
}

Entry 3:
{
  "formula": "C5H8FHgO4",
  "method": "ωB97M-V/def2-TZVPD",
  "species": ["H", "H", "H", "C", "Hg", "C", "H", "C", "H", "H", "O", "O", "H", "O", "O", "F", "C", "H", "C"],
  "xyz": [[-2.964, -0.534, -1.277], [2.929, 0.524, -1.885], [-3.162, -1.937, 0.776], [2.792, 0.531, -0.800], [-1.674, 2.475, 0.665], [-2.120, -0.548, -0.552], [2.701, -1.386, 0.260], [1.090, 1.245, 0.502], [-1.457, -1.369, -0.908], [-3.418, -0.215, 1.159], [1.998, 1.621, -0.429], [0.605, 2.042, 1.285], [1.405, -1.136, -0.975], [-1.454, 0.663, -0.529], [1.203, -0.051, 0.766], [4.025, 0.677, -0.216], [-2.673, -0.952, 0.815], [-1.866, -0.991, 1.562], [2.039, -0.658, -0.217]],
  "lowdin_spin": [0.00, 0.00, 0.00, 0.00, 0.56, 0.02, 0.00, 0.01, 0.01, 0.00, 0.00, 0.09, 0.00, 0.29, 0.00, 0.00, 0.00, 0.00, 0.00],
  "orbital_gap_ev": [8.7, 7.3],
  "spin_multiplicity": 2,
  "e_homo_ev": [-8.083, -8.895],
  "e_lumo_ev": [0.643, -1.611]
}

Entry 4:
{
  "formula": "C5H7NO2",
  "method": "ωB97M-V/def2-TZVPD",
  "species": ["H", "N", "H", "H", "H", "C", "C", "C", "O", "H", "H", "C", "H", "C", "O"],
  "xyz": [[1.249, -1.647, -0.687], [-1.794, -0.508, -0.479], [-2.269, -1.254, -0.968], [3.324, -0.092, -1.062], [-2.523, 2.083, 1.389], [-2.723, 0.308, 0.288], [-2.085, 1.332, 0.855], [-0.571, -0.056, -0.461], [0.174, 2.126, 0.635], [-3.840, 0.071, 0.332], [2.609, 0.088, 0.312], [3.001, -0.704, -0.274], [3.900, -1.194, 0.290], [-0.635, 1.250, 0.437], [2.184, -1.803, -0.607]],
  "mulliken_charge": [0.31, 0.09, 0.24, 0.28, 0.47, -0.37, -0.47, -0.52, -0.45, 0.31, 0.22, -0.54, 0.22, 0.66, -0.45],
  "orbital_gap_ev": 7.7,
  "e_homo_ev": -9.162,
  "e_lumo_ev": -1.427
}

Entry 5:
{
  "formula": "C21H52N8O6",
  "method": "ωB97M-V/def2-TZVPD",
  "species": ["N", "C", "H", "C", "C", "H", "C", "N", "H", "N", "H", "H", "H", "H", "H", "H", "H", "C", "C", "H", "H", "H", "H", "C", "H", "N", "H", "H", "O", "H", "C", "H", "H", "H", "C", "H", "C", "H", "H", "N", "H", "C", "O", "C", "C", "O", "H", "C", "H", "H", "H", "O", "N", "H", "H", "H", "H", "H", "N", "H", "H", "C", "H", "C", "H", "C", "H", "N", "C", "H", "H", "C", "H", "O", "O", "C", "C", "H", "H", "H", "H", "H", "H", "H", "H", "H", "H"],
  "xyz": [[12.310, 18.140, 6.669], [7.522, 14.181, 8.679], [17.520, 16.480, 7.719], [15.549, 12.708, 7.952], [14.656, 14.874, 6.699], [18.017, 15.077, 8.771], [11.910, 19.036, 7.543], [8.356, 13.363, 9.273], [14.640, 15.445, 7.666], [16.823, 13.140, 7.329], [13.000, 17.473, 6.923], [10.568, 15.294, 6.904], [19.283, 14.324, 7.135], [8.166, 9.910, 7.171], [12.405, 11.380, 7.382], [10.188, 9.287, 9.937], [18.818, 15.618, 5.959], [10.843, 9.087, 7.823], [10.026, 11.962, 6.692], [8.640, 10.587, 4.967], [15.978, 14.462, 5.221], [9.442, 16.022, 9.137], [7.798, 8.494, 6.158], [10.483, 9.906, 9.103], [9.662, 9.341, 4.571], [10.376, 16.349, 9.503], [11.643, 10.283, 4.048], [14.585, 12.475, 9.837], [12.334, 19.230, 8.671], [9.241, 7.732, 8.115], [9.334, 9.887, 5.427], [12.281, 11.721, 5.013], [12.843, 16.902, 9.494], [17.793, 12.936, 9.048], [16.041, 15.064, 6.079], [13.518, 13.172, 7.370], [17.274, 15.536, 8.199], [11.632, 17.839, 5.919], [9.347, 13.690, 9.254], [12.635, 15.937, 9.448], [9.289, 11.497, 7.294], [17.100, 14.580, 7.026], [17.947, 12.647, 8.110], [14.519, 13.350, 6.983], [11.414, 11.118, 4.701], [12.635, 10.468, 6.977], [18.569, 13.846, 5.627], [18.499, 14.622, 6.398], [11.360, 10.483, 9.491], [12.320, 7.510, 7.314], [9.175, 15.869, 7.001], [11.145, 14.323, 8.865], [6.253, 13.782, 8.332], [16.472, 15.778, 8.875], [9.646, 12.747, 6.058], [14.686, 12.735, 6.044], [10.434, 20.456, 7.658], [16.322, 16.093, 5.770], [11.411, 9.811, 6.635], [5.949, 12.846, 8.468], [10.400, 17.324, 9.570], [15.406, 13.094, 9.473], [10.557, 19.685, 6.167], [11.922, 8.081, 8.198], [10.177, 7.525, 6.607], [10.559, 10.755, 5.883], [8.177, 12.377, 9.358], [10.892, 19.826, 7.066], [15.543, 11.196, 7.876], [5.848, 14.349, 7.629], [10.832, 11.783, 4.063], [9.698, 8.274, 7.288], [16.335, 12.768, 9.983], [7.852, 15.295, 8.294], [9.995, 15.922, 6.468], [8.616, 9.125, 6.547], [11.363, 15.502, 9.258], [11.478, 7.424, 8.951], [9.652, 10.624, 8.968], [15.475, 10.989, 6.804], [13.334, 15.277, 9.372], [13.762, 15.227, 6.197], [15.330, 14.147, 9.749], [10.821, 12.406, 7.339], [16.404, 10.808, 8.345], [12.768, 8.610, 8.585], [14.623, 10.826, 8.411]],
  "mulliken_charge": [-0.37, 0.74, 0.51, 1.60, -0.18, 0.58, 0.66, -0.23, -0.11, 0.03, 0.25, 0.24, 0.35, 0.24, 0.17, 0.55, 0.35, 1.92, -0.60, 0.36, 0.38, 0.10, 0.40, -1.21, 0.53, -0.30, 0.45, 0.42, -0.68, 0.45, -1.67, 0.06, 0.23, 0.36, -1.92, -0.51, -1.93, 0.22, 0.18, -0.40, -0.13, 1.85, -0.47, -0.11, -1.78, -0.21, 0.45, -1.78, 0.18, 0.38, 0.49, -0.64, -0.50, 0.21, 0.54, 0.31, 0.21, 0.44, -0.17, 0.20, 0.27, -1.59, 0.13, -2.01, 0.36, 1.81, 0.20, -0.41, -1.67, 0.22, 0.46, -1.31, 0.45, -0.86, -0.64, -0.41, 0.53, 0.43, 0.00, 0.41, 0.14, 0.60, 0.30, -0.13, 0.55, 0.36, 0.11],
  "orbital_gap_ev": 9.1,
  "smiles": "CC1(C)CCCC(C)(C)N1O.CC1(C)CCCC(C)(C)N1O.NC(N)=O.NC(N)=O.NC(N)=O.O",
  "e_homo_ev": -8.730,
  "e_lumo_ev": 0.387
}

Entry 6:
{
  "formula": "C3H4N2OS",
  "method": "ωB97M-V/def2-TZVPD",
  "species": ["H", "N", "C", "C", "H", "H", "N", "C", "H", "O", "S"],
  "xyz": [[1.482, 1.816, -0.186], [-1.150, -1.701, -0.044], [0.288, -0.206, 0.879], [-1.030, -0.661, -0.904], [-1.707, -0.560, -1.740], [-2.101, -1.959, 0.254], [1.232, 0.203, 1.642], [-0.151, 0.244, -0.442], [1.240, -0.315, 2.510], [-0.408, -1.394, 1.103], [0.571, 1.650, -1.128]],
  "mulliken_charge": [0.18, -0.13, 0.45, -0.39, 0.38, 0.26, -0.69, 0.27, 0.25, -0.29, -0.29],
  "orbital_gap_ev": 8.8,
  "smiles": "[H]/N=c1\\o[nH]cc1S",
  "e_homo_ev": -8.162,
  "e_lumo_ev": 0.680
}

Entry 7:
{
  "formula": "C26H22F3N2O2",
  "method": "ωB97M-V/def2-TZVPD",
  "species": ["O", "H", "C", "H", "H", "C", "C", "C", "C", "H", "C", "C", "H", "C", "C", "F", "C", "C", "H", "C", "H", "C", "C", "C", "C", "F", "H", "H", "H", "C", "H", "C", "C", "N", "C", "C", "F", "H", "H", "C", "H", "H", "C", "C", "C", "H", "H", "H", "O", "N", "H", "H", "C", "H", "H"],
  "xyz": [[1.912, 3.738, -1.895], [-1.286, -3.177, 0.095], [-3.624, 0.561, 1.078], [-0.051, 3.093, -0.293], [-1.080, 0.460, 1.348], [0.331, -3.853, 1.314], [-3.501, -1.753, 0.432], [4.985, 2.929, -1.652], [2.412, 2.872, -1.196], [0.045, 1.813, 0.931], [3.828, 2.429, -1.077], [-0.471, 1.138, -1.100], [2.168, -2.037, 3.483], [-0.593, -2.899, 0.887], [1.357, -2.309, 2.804], [-5.490, -3.033, 0.236], [-1.321, -0.455, 0.788], [6.205, 2.316, -1.333], [7.134, 2.685, -1.769], [-4.886, -1.838, 0.562], [4.912, 3.779, -2.331], [6.251, 1.222, -0.452], [2.500, 0.949, 0.114], [-0.546, -1.618, 1.445], [-5.681, -0.772, 0.959], [-5.754, 1.511, 1.603], [-6.764, -0.864, 1.026], [-3.447, 0.054, -1.834], [7.213, 0.772, -0.202], [3.878, 1.327, -0.235], [-2.975, -2.638, 0.074], [1.352, -3.576, 2.212], [5.073, 0.707, 0.097], [1.709, 2.018, -0.304], [-2.839, -0.562, 0.745], [0.383, -1.366, 2.474], [0.265, -5.102, 0.743], [-1.739, 2.324, -2.358], [5.052, -0.138, 0.784], [-5.007, 0.416, 1.223], [-0.735, -1.122, -2.518], [0.267, -0.676, -0.522], [-2.420, 0.224, -2.177], [0.247, 2.053, -0.121], [-1.478, -0.899, -1.738], [2.098, -4.328, 2.450], [-2.449, 1.933, -0.776], [0.197, 0.967, -1.965], [2.085, -0.120, 0.569], [-0.684, -0.281, -0.582], [-2.442, 0.276, -3.269], [0.364, -0.397, 2.987], [-1.841, 1.535, -1.602], [-1.946, -1.830, -1.427], [-3.171, 1.542, 1.263]],
  "mulliken_charge": [-0.61, 0.34, -0.79, 0.39, 0.78, 0.13, -0.18, -0.48, 0.22, 0.24, 0.14, 0.00, 0.43, -0.47, -0.56, -0.31, 0.32, -0.46, 0.40, 0.02, 0.48, -0.58, 0.54, 0.09, -0.81, -0.31, 0.52, 0.23, 0.40, 0.19, 0.24, -0.79, -0.38, 0.30, 0.33, -0.27, -0.33, 0.52, 0.48, 0.05, 0.50, 0.60, -0.74, -0.99, -0.43, 0.48, 0.24, 0.58, -0.60, 0.05, 0.44, 0.42, -0.93, 0.41, 0.54],
  "orbital_gap_ev": 8.8,
  "smiles": "O=C1c2ccccc2C(=O)N1C[C@@H]1CCC[N@@H+]1[C@H](c1cccc(F)c1)c1cc(F)cc(F)c1",
  "e_homo_ev": -12.198,
  "charge": 1,
  "e_lumo_ev": -3.400
}